{
  "formula": "C39H74O39",
  "method": "the ωB97M-V functional and the def2-TZVPD basis",
  "homo_lumo_gap_ev": 10.581,
  "e_above_lowest_kcal_mol": 55.1,
  "species": ["C", "C", "O", "C", "O", "O", "H", "H", "H", "H", "C", "C", "O", "C", "O", "O", "H", "H", "H", "H", "C", "O", "C", "O", "O", "C", "H", "H", "H", "H", "H", "H", "C", "O", "C", "O", "O", "C", "H", "H", "H", "H", "H", "H", "C", "O", "C", "O", "O", "C", "H", "H", "H", "H", "H", "H", "C", "O", "C", "O", "O", "C", "H", "H", "H", "H", "H", "H", "C", "O", "C", "O", "O", "C", "H", "H", "H", "H", "H", "H", "C", "O", "C", "O", "O", "C", "H", "H", "H", "H", "H", "H", "C", "O", "C", "O", "O", "C", "H", "H", "H", "H", "H", "H", "C", "O", "C", "O", "O", "C", "H", "H", "H", "H", "H", "H", "C", "O", "C", "O", "O", "C", "H", "H", "H", "H", "H", "H", "C", "O", "C", "O", "O", "C", "H", "H", "H", "H", "H", "H", "C", "O", "C", "O", "O", "C", "H", "H", "H", "H", "H", "H"],
  "coordinates": [[1.14, 0.08, 5.85], [2.24, 0.26, 6.83], [1.85, 1.47, 7.54], [0.62, 1.87, 7.18], [0.05, 2.88, 7.56], [0.13, 0.97, 6.30], [0.74, -0.93, 5.93], [1.41, 0.30, 4.82], [3.27, 0.32, 6.47], [2.20, -0.57, 7.54], [6.14, -0.16, -0.07], [7.11, -0.45, 1.07], [7.99, 0.68, 0.96], [7.52, 1.67, 0.21], [8.01, 2.78, 0.03], [6.34, 1.29, -0.30], [5.15, -0.37, 0.35], [6.28, -0.84, -0.91], [7.59, -1.41, 0.91], [6.57, -0.45, 2.01], [-0.68, -2.27, -2.49], [-0.98, -3.20, -3.55], [-2.25, -3.38, -3.99], [-3.31, -2.78, -3.73], [-2.14, -4.38, -4.84], [-3.28, -4.93, -5.48], [-1.19, -1.35, -2.78], [0.37, -2.01, -2.41], [-1.01, -2.57, -1.49], [-3.83, -4.20, -6.07], [-3.97, -5.25, -4.71], [-2.76, -5.77, -5.93], [-5.91, -2.23, 2.55], [-5.27, -1.11, 3.07], [-4.05, -1.23, 3.55], [-3.40, -2.26, 3.58], [-3.67, -0.04, 4.02], [-2.58, -0.04, 4.92], [-6.99, -2.15, 2.47], [-5.53, -3.13, 3.03], [-5.53, -2.18, 1.53], [-2.33, 1.01, 5.08], [-1.75, -0.63, 4.51], [-2.86, -0.50, 5.87], [4.71, 0.66, -3.23], [5.25, -0.60, -3.70], [4.89, -1.73, -3.09], [3.99, -1.90, -2.20], [5.57, -2.64, -3.67], [5.09, -4.01, -3.50], [4.88, 1.44, -3.97], [5.14, 0.87, -2.25], [3.63, 0.76, -3.16], [5.09, -4.35, -2.47], [5.61, -4.70, -4.18], [4.05, -4.16, -3.80], [2.42, -1.23, 0.05], [1.89, -0.83, 1.33], [0.69, -0.30, 1.59], [0.42, 0.15, 2.70], [-0.06, -0.33, 0.46], [-1.47, 0.03, 0.55], [3.50, -1.16, 0.11], [2.09, -0.48, -0.67], [2.24, -2.30, 0.07], [-1.91, -0.51, -0.28], [-1.67, 1.09, 0.43], [-1.91, -0.40, 1.46], [7.31, -1.56, 6.63], [6.01, -1.37, 6.10], [5.86, -1.47, 4.80], [6.65, -1.94, 3.98], [4.69, -1.03, 4.52], [4.10, -1.30, 3.30], [7.30, -2.60, 6.94], [7.59, -0.95, 7.48], [8.16, -1.40, 5.96], [4.75, -1.75, 2.55], [3.60, -0.40, 2.95], [3.29, -2.00, 3.49], [-1.57, 5.46, -4.91], [-2.00, 5.39, -3.58], [-2.87, 4.40, -3.26], [-3.20, 3.50, -4.05], [-2.94, 4.38, -1.94], [-3.62, 3.31, -1.27], [-0.84, 6.26, -5.10], [-2.45, 5.52, -5.54], [-1.10, 4.54, -5.25], [-3.25, 2.46, -1.84], [-4.70, 3.40, -1.38], [-3.32, 3.22, -0.22], [1.76, -0.70, -4.60], [1.15, 0.53, -5.03], [0.84, 0.66, -6.30], [1.16, -0.11, -7.22], [0.05, 1.73, -6.34], [-0.52, 2.27, -7.49], [0.99, -1.42, -4.31], [2.18, -0.46, -3.62], [2.42, -1.12, -5.35], [-1.07, 1.45, -7.94], [0.13, 2.74, -8.23], [-1.28, 2.97, -7.14], [-2.79, 2.97, 2.85], [-2.88, 4.34, 3.04], [-3.96, 4.99, 2.56], [-5.02, 4.49, 2.24], [-3.63, 6.32, 2.41], [-4.50, 7.28, 1.87], [-3.54, 2.41, 3.40], [-1.80, 2.60, 3.14], [-2.72, 2.69, 1.80], [-4.64, 7.08, 0.80], [-4.02, 8.25, 1.94], [-5.50, 7.28, 2.30], [-5.07, -1.88, -1.35], [-5.99, -0.97, -0.79], [-5.59, 0.07, -0.25], [-4.39, 0.33, -0.04], [-6.71, 0.79, 0.05], [-6.47, 2.01, 0.80], [-4.47, -1.55, -2.19], [-5.62, -2.66, -1.88], [-4.45, -2.46, -0.67], [-6.04, 1.88, 1.79], [-7.33, 2.59, 1.12], [-5.74, 2.60, 0.24], [2.33, 2.82, 0.36], [1.38, 2.64, -0.74], [0.15, 3.10, -0.54], [-0.14, 3.83, 0.40], [-0.70, 2.76, -1.52], [-0.46, 1.79, -2.56], [2.78, 3.81, 0.30], [3.12, 2.06, 0.30], [1.98, 2.77, 1.39], [-0.68, 0.77, -2.27], [0.51, 1.87, -3.05], [-1.15, 1.94, -3.39], [-3.11, -5.37, -0.93], [-2.26, -4.74, 0.07], [-0.97, -5.06, 0.18], [-0.37, -5.91, -0.46], [-0.45, -4.31, 1.18], [0.82, -4.60, 1.75], [-3.09, -4.76, -1.84], [-4.19, -5.33, -0.74], [-2.83, -6.38, -1.21], [0.62, -5.34, 2.52], [1.14, -3.65, 2.17], [1.61, -4.95, 1.09]]
}